Below is a single C6H10O molecule, with properties calculated with ωB97M-V/def2-TZVPD.

Summary:
Electronic energy   -8429.8680 eV
SMILES   O[C@@H]1C=CCCC1
HOMO energy   -0.328 Eh
Relative energy (zero: lowest compared OMol25 entry of this formula, charge and spin)   1.372 eV

Last column: Löwdin charge in e.
CARTESIAN COORDINATES (ANGSTROEM)
O -0.62090 -0.60804 -2.51451  -0.0402
C -0.05711 -0.55998 -1.22823  -0.3155
C 0.44824 1.12049 -0.70794  -0.0925
C 0.47218 1.25650 0.81328  -0.1628
C 0.66333 -0.31850 1.46652  -0.1561
C -0.56069 -1.05928 1.10751  -0.1403
C -0.92299 -1.14428 -0.17856  -0.0830
H -1.57948 -0.49653 -2.44398  0.0892
H 0.94112 -0.98110 -1.30699  0.1271
H -0.30986 1.68426 -1.25276  0.0832
H 1.44518 1.30301 -1.14606  0.0943
H -0.45206 1.71342 1.20070  0.0970
H 1.33890 1.77320 1.24422  0.0894
H 1.56629 -0.64877 0.93916  0.1003
H 0.85966 -0.33959 2.55227  0.0991
H -1.28337 -1.27414 1.89043  0.1019
H -1.94846 -1.42068 -0.43504  0.1088

Below is a single C6H10O molecule, with properties calculated with ωB97M-V/def2-TZVPD.

Summary:
Electronic energy   -8425.6560 eV
HOMO energy   -0.279 Eh
Relative energy (zero: lowest compared OMol25 entry of this formula, charge and spin)   5.584 eV

Last column: Löwdin charge in e.
CARTESIAN COORDINATES (ANGSTROEM)
C -2.11120 -0.23233 0.20095  -0.0703
C -1.12099 0.80579 -0.27541  -0.2892
C -0.03011 1.32227 0.61218  -0.0813
C 0.33381 0.51460 -0.59545  -0.2661
C 0.94212 -0.83540 -0.45706  -0.1143
C 2.46964 -0.73679 0.58908  -0.0744
O 2.64159 -0.59256 -0.69145  -0.1068
H -2.95199 0.25708 0.70571  0.0780
H -1.66590 -0.93186 0.91666  0.0734
H -2.51811 -0.81181 -0.63567  0.0775
H -1.56047 1.54184 -0.94754  0.1319
H 0.20994 2.38119 0.61047  0.1062
H 0.12343 0.82507 1.56712  0.1108
H 0.74252 1.05389 -1.44469  0.1422
H 0.93812 -1.41195 -1.38859  0.1253
H 0.50413 -1.49560 0.30884  0.1157
H 3.05347 -1.65340 0.92487  0.0414

Below is a single C6H10O molecule, with properties calculated with ωB97M-V/def2-TZVPD.

Summary:
Electronic energy   -8428.5580 eV
SMILES   CC1(O)CC=CC1
HOMO energy   -0.302 Eh
Relative energy (zero: lowest compared OMol25 entry of this formula, charge and spin)   2.682 eV

Last column: Löwdin charge in e.
CARTESIAN COORDINATES (ANGSTROEM)
C 0.40805 -0.57525 -1.78355  -0.0544
C 0.30072 -0.37140 -0.33049  -0.4977
O 1.56820 -0.69085 0.21660  -0.0094
C -0.78944 -0.93799 0.60219  -0.1098
C -0.64023 0.16218 1.66193  -0.1141
C -0.09756 1.29040 1.14991  -0.1641
C -0.30704 1.35176 -0.28846  -0.0835
H 1.19013 0.12466 -2.10037  0.0963
H -0.55244 -0.24890 -2.17792  0.0873
H 0.66363 -1.59497 -2.05419  0.0855
H 1.52437 -0.84086 1.17869  0.1060
H -1.72557 -1.08644 0.04697  0.1141
H -0.52907 -1.92031 1.04752  0.1193
H -0.61743 -0.08622 2.70781  0.0858
H 0.79945 1.79947 1.48057  0.1167
H 0.20425 2.15606 -0.85828  0.1057
H -1.40002 1.46867 -0.49894  0.1163

Below is a single C6H10O molecule, with properties calculated with ωB97M-V/def2-TZVPD.

Summary:
Electronic energy   -8430.1655 eV
SMILES   C/C=C/CCC=O
HOMO energy   -0.332 Eh
Relative energy (zero: lowest compared OMol25 entry of this formula, charge and spin)   1.075 eV

Last column: Löwdin charge in e.
CARTESIAN COORDINATES (ANGSTROEM)
O 2.03905 0.61245 0.83084  0.0620
C 1.96167 -0.56045 1.08024  -0.2986
C 1.38126 -1.62134 0.23574  -0.1523
C -0.18084 -1.36188 0.15852  -0.1774
C -0.47708 -0.04967 -0.55733  -0.1497
C -1.41797 0.80810 -0.18465  -0.1622
C -1.45127 2.23546 -0.68898  -0.0981
H 2.23136 -0.89815 2.10570  0.1217
H 1.60837 -1.38761 -0.81796  0.1128
H 1.64690 -2.66184 0.37175  0.1071
H -0.64538 -2.12567 -0.47356  0.1106
H -0.57369 -1.42593 1.16487  0.1049
H 0.07059 0.09402 -1.48447  0.1141
H -1.99189 0.58399 0.70918  0.0998
H -2.24533 2.45176 -1.39545  0.0628
H -0.49829 2.37976 -1.20642  0.0710
H -1.45746 2.92700 0.15196  0.0715

Below is 2 unconnected molecules or ions with the total composition C6H10O, with properties calculated with ωB97M-V/def2-TZVPD.

Summary:
Electronic energy   -8430.1464 eV
SMILES   C1=CCCC1.C=O
HOMO energy   -0.334 Eh
Relative energy (zero: lowest compared OMol25 entry of this formula, charge and spin)   1.094 eV

Last column: Löwdin charge in e.
CARTESIAN COORDINATES (ANGSTROEM)
C 2.64909 -0.25057 1.30919  -0.1516
O 2.47748 -1.38608 1.67692  -0.0083
C -0.02024 -1.02415 -0.48216  -0.1278
C -1.05489 -1.02207 0.35729  -0.1036
C -1.77996 0.30017 0.36737  -0.1941
C -1.17352 1.04712 -0.84312  -0.1842
C 0.13227 0.29677 -1.19519  -0.1981
H 3.60481 0.07951 0.86583  0.0820
H 1.86690 0.52589 1.40106  0.0772
H 1.02336 0.83406 -0.82923  0.0895
H 0.66784 -1.85400 -0.61576  0.1005
H -1.33050 -1.85103 1.00266  0.1022
H -2.86744 0.18875 0.28252  0.1022
H -1.59457 0.82822 1.31352  0.1051
H -1.86293 0.99041 -1.69202  0.1049
H -1.00631 2.10987 -0.64150  0.1008
H 0.26861 0.18713 -2.27739  0.1035

Below is a single C6H10O molecule, with properties calculated with ωB97M-V/def2-TZVPD.

Summary:
Electronic energy   -8426.9120 eV
SMILES   OC1C[C@@H]2C[C@H]2C1
HOMO energy   -0.312 Eh
Relative energy (zero: lowest compared OMol25 entry of this formula, charge and spin)   4.328 eV

Last column: Löwdin charge in e.
CARTESIAN COORDINATES (ANGSTROEM)
C 0.64297 0.76249 -0.79675  -0.4042
C 0.19093 -0.68606 -1.18832  -0.1193
C 0.15399 -1.15884 0.23991  -0.2441
C -0.78302 -1.46372 1.49665  -0.0220
C -0.73881 -0.07052 0.89914  -0.2659
C 0.18910 1.03631 0.58196  -0.1940
H -0.00993 2.59009 -1.62143  0.1870
H 1.77788 0.94840 -0.90412  0.1625
H -0.88299 -0.76492 -1.62137  0.1446
H 0.75410 -1.25997 -1.95025  0.1118
H 1.22323 -1.12724 0.63855  0.1391
H -1.77440 -1.96214 1.49622  0.0961
H -0.12071 -1.56546 2.46578  0.1317
H -1.55651 0.17508 0.20099  0.1386
H -0.22540 2.06094 0.71269  0.1222
H 1.15532 0.98209 1.21025  0.1431
O 0.00426 1.50346 -1.85990  -0.1274

Below is 2 unconnected molecules or ions with the total composition C6H10O, with properties calculated with ωB97M-V/def2-TZVPD.

Summary:
Electronic energy   -8429.1310 eV
SMILES   C=CC1CC1.C=O
HOMO energy   -0.344 Eh
Relative energy (zero: lowest compared OMol25 entry of this formula, charge and spin)   2.109 eV

Last column: Löwdin charge in e.
CARTESIAN COORDINATES (ANGSTROEM)
C -1.40064 0.06374 1.21745  -0.1007
C -1.91267 0.33490 -0.16789  -0.1210
C -1.12880 -0.91694 0.09887  -0.2969
C 0.24040 -1.11558 -0.45464  -0.1544
C 0.88102 -0.28999 -1.28234  -0.0319
C 2.27470 0.88908 0.87636  -0.1693
O 1.46930 1.54190 1.49251  -0.0234
H -0.56484 0.66029 1.57283  0.0746
H -2.11745 -0.23508 1.97821  0.0992
H -2.97628 0.22862 -0.36325  0.0990
H -1.43313 1.12944 -0.73530  0.0911
H -1.70532 -1.83988 0.14434  0.1300
H 0.73539 -2.03652 -0.13863  0.1049
H 1.87222 -0.52550 -1.66511  0.0633
H 0.45517 0.66475 -1.58443  0.0643
H 2.45231 -0.19049 1.06160  0.0840
H 2.87003 1.33134 0.04735  0.0873

Below is a single C6H10O molecule, with properties calculated with ωB97M-V/def2-TZVPD.

Summary:
Electronic energy   -8430.5208 eV
SMILES   C[C@H]1C[C@H]1CC=O
HOMO energy   -0.354 Eh
Relative energy (zero: lowest compared OMol25 entry of this formula, charge and spin)   0.720 eV

Last column: Löwdin charge in e.
CARTESIAN COORDINATES (ANGSTROEM)
C 1.87481 -0.63387 -0.71745  -0.0729
C 0.45117 -1.13890 -0.64598  -0.3025
C -0.25214 -1.25826 0.67454  -0.0861
C -0.73019 -0.25088 -0.32994  -0.2646
C -0.58252 1.22759 -0.07492  -0.1371
C -1.49001 1.76370 1.00770  -0.2576
O -2.24448 1.09794 1.67398  0.0564
H 2.57314 -1.41216 -0.39213  0.0778
H 2.04038 0.22987 -0.06656  0.0645
H 2.14495 -0.34392 -1.73850  0.0767
H 0.23644 -1.92996 -1.36156  0.1298
H -0.86754 -2.13233 0.86303  0.1046
H 0.26303 -0.87842 1.55405  0.1146
H -1.65836 -0.50455 -0.83776  0.1403
H -0.78215 1.80352 -0.99004  0.1259
H 0.44255 1.49801 0.21051  0.1114
H -1.41909 2.86260 1.17104  0.1187

Below is 2 unconnected molecules or ions with the total composition C6H10O, with properties calculated with ωB97M-V/def2-TZVPD.

Summary:
Electronic energy   -8429.3473 eV
SMILES   C=CC=O.C1CC1
HOMO energy   -0.372 Eh
Relative energy (zero: lowest compared OMol25 entry of this formula, charge and spin)   1.893 eV

Last column: Löwdin charge in e.
CARTESIAN COORDINATES (ANGSTROEM)
O -1.50806 0.35289 1.38107  0.0307
C -1.83370 -0.77562 1.07475  -0.2669
C -0.86869 -1.83986 0.70747  -0.1337
C 0.43594 -1.65056 0.90189  0.0240
C 0.93701 0.36780 -1.37086  -0.1785
C 0.01843 1.53930 -1.53796  -0.1638
C 1.05947 1.55438 -0.45651  -0.1681
H -2.90482 -1.05819 1.04365  0.1147
H -1.25830 -2.73513 0.22876  0.0980
H 0.48828 -0.53714 -0.99071  0.0437
H 1.18628 -2.35784 0.56166  0.0799
H 0.78951 -0.72939 1.35900  0.0750
H 1.72769 0.19691 -2.09443  0.0967
H 0.14112 2.17339 -2.40936  0.0914
H -1.00878 1.40138 -1.21052  0.0875
H 1.92941 2.19139 -0.58893  0.0928
H 0.70395 1.47482 0.56793  0.0766

Below is a single C6H10O molecule, with properties calculated with ωB97M-V/def2-TZVPD.

Summary:
Electronic energy   -8431.0132 eV
SMILES   C[C@H]1CC=C[C@H]1O
HOMO energy   -0.355 Eh
Relative energy (zero: lowest compared OMol25 entry of this formula, charge and spin)   0.227 eV

Last column: Löwdin charge in e.
CARTESIAN COORDINATES (ANGSTROEM)
C 0.36093 1.94689 -0.22399  -0.0708
C 0.17114 0.58590 0.43641  -0.3213
C -1.28444 0.10279 0.30635  -0.1650
C -1.16222 -1.39468 0.36821  -0.0754
C 0.09971 -1.79542 0.21703  -0.0531
C 1.04590 -0.63186 0.00344  -0.3400
O 1.54517 -0.60526 -1.32970  -0.0266
H 0.08568 1.92438 -1.28346  0.0777
H -0.31153 2.65899 0.27353  0.0792
H 1.37726 2.34287 -0.14017  0.0782
H 0.38308 0.69891 1.50820  0.1401
H -1.71248 0.40429 -0.66140  0.1195
H -1.92974 0.53045 1.08211  0.1158
H -2.01958 -2.05090 0.49416  0.1029
H 0.42730 -2.83128 0.16773  0.1086
H 1.93399 -0.69893 0.64427  0.1405
H 0.98982 -1.18714 -1.86275  0.0899

Below is 2 unconnected molecules or ions with the total composition C6H10O, with properties calculated with ωB97M-V/def2-TZVPD.

Summary:
Electronic energy   -8427.2845 eV
HOMO energy   -0.298 Eh
Relative energy (zero: lowest compared OMol25 entry of this formula, charge and spin)   3.956 eV

Last column: Löwdin charge in e.
CARTESIAN COORDINATES (ANGSTROEM)
C 0.68319 0.06533 0.88278  -0.2231
C -0.79396 -0.10539 1.16673  -0.0480
O -1.40332 -0.90220 0.33525  -0.0907
C -0.73937 -1.64263 -0.74078  -0.1541
C -0.17605 -0.75901 -1.82174  -0.0771
C 0.48446 0.38595 -1.64054  -0.0961
C 0.81953 1.01800 -0.31757  -0.1952
H 1.22690 -0.86678 0.66729  0.1128
H 1.14742 0.52406 1.75972  0.0959
H -0.97828 2.05240 3.80187  0.0133
H -1.17346 1.65288 3.20299  -0.0201
H 0.00212 -2.30600 -0.28171  0.1208
H -1.53167 -2.27430 -1.14620  0.1209
H -0.37797 -1.09204 -2.83901  0.1021
H 0.79564 0.94926 -2.52136  0.1052
H 0.17078 1.89406 -0.16528  0.1200
H 1.84404 1.40643 -0.34244  0.1132

Below is a molecular structure, C6H10O, with properties calculated with ωB97M-V/def2-TZVPD.

Summary:
Electronic energy   -8426.3067 eV
HOMO energy   -0.275 Eh
Relative energy (zero: lowest compared OMol25 entry of this formula, charge and spin)   4.934 eV

Last column: Löwdin charge in e.
CARTESIAN COORDINATES (ANGSTROEM)
C 2.04846 -0.51239 -0.23085  -0.1272
C 1.02948 0.26489 0.61471  -0.1236
C -0.05852 1.32262 -0.15188  -0.1521
C -1.58044 1.16694 -0.53631  -0.0825
C -1.98945 -0.02202 -0.13410  -0.0734
C -0.79132 -0.57765 0.62712  -0.3128
O -0.51521 -1.88913 0.38730  -0.0367
H 2.30558 -0.02887 -1.18308  0.0643
H 3.01446 -0.69498 0.28324  0.0749
H 1.64623 -1.51886 -0.43263  0.0595
H 1.09577 -0.13417 1.63303  0.0915
H 0.45005 1.28328 -1.10442  0.0859
H 0.03907 2.25239 0.37077  0.0764
H -2.16331 1.95801 -1.04449  0.1091
H -2.97135 -0.51897 -0.22016  0.1173
H -0.91593 -0.34501 1.68273  0.1248
H -0.64358 -2.00606 -0.56098  0.1046